Computed, not measured: a structure of composition C31H31N7O3PRuS, with ωB97M-V/def2-TZVPD.

Positions of all 75 atoms, in Å:
Ru -0.0871 -0.6770 -0.5878
S 1.1510 -3.9201 -2.2340
P 0.4550 -0.3539 1.5961
O 0.9732 -3.6879 -3.6267
O 2.4781 -4.0248 -1.6963
O -1.1055 -2.5045 0.2949
N 4.4097 0.5940 -1.9110
N -4.8498 0.7366 -0.5705
N 1.9109 -0.2507 -1.0498
N -2.2500 -0.2402 -0.6339
N -0.2023 8.2795 -1.6345
N -0.1707 1.2881 -0.9726
N 0.3225 -2.7405 -1.3589
C 0.1475 -5.2429 -1.6091
C -1.3255 1.9614 -0.8410
C 4.1898 -0.6547 -1.5395
C -1.2477 7.5581 -2.0188
C 0.8490 7.6436 -1.1331
C -1.5791 -5.5940 0.0328
C 0.9083 6.2637 -0.9977
C -4.5956 -0.5598 -0.5942
C 0.9718 1.9336 -1.2840
C -0.5417 -3.2953 -0.5233
C -0.7220 -4.7461 -0.6470
C 1.5146 1.1116 1.9108
C -0.6687 -7.4268 -1.2618
C 2.1325 1.0406 -1.3993
C 1.3750 -1.8261 2.1370
C -0.1849 4.0395 -1.2595
C -2.0080 -1.2373 2.8228
C -1.3541 3.3371 -0.9618
C 0.2031 -6.5772 -1.9401
C -3.2926 -1.0583 -0.6171
C -0.1922 5.5081 -1.3910
C -2.5030 1.0902 -0.6566
C 1.4678 1.7086 3.3205
C 2.9397 -1.0912 -1.1000
C 0.9910 3.3034 -1.4410
C -1.2967 6.1749 -1.9119
C -0.9615 -0.1346 2.7231
C -1.5421 -6.9446 -0.2918
C -3.8061 1.5576 -0.6124
C 3.3850 1.4348 -1.8387
C 1.8872 -1.7965 3.5775
H -0.6644 -8.4836 -1.4917
H -0.4946 0.0195 3.6999
H -1.5584 -2.2028 3.0507
H 3.5657 2.4569 -2.1465
H 2.5354 0.8026 1.6647
H 1.6841 8.2599 -0.8224
H -2.2795 3.8752 -0.8189
H -4.0239 2.6176 -0.6173
H -3.0973 -2.1187 -0.6028
H -2.6972 -0.9913 3.6296
H 0.6981 -2.6693 1.9806
H 2.2072 -1.9615 1.4411
H 2.6297 -1.0143 3.7278
H 2.2008 2.5113 3.3892
H 1.0811 -1.6559 4.2975
H 1.2389 1.8851 1.1928
H -2.2556 -5.2184 0.7890
H 1.7871 5.8088 -0.5590
H 5.0116 -1.3576 -1.5901
H -5.4371 -1.2408 -0.5854
H 0.4922 2.1366 3.5446
H 0.8870 -6.9511 -2.6895
H 1.7071 0.9809 4.0929
H 2.3650 -2.7477 3.8064
H 1.9063 3.8078 -1.7139
H -2.0861 8.1038 -2.4347
H -2.5773 -1.3470 1.9039
H 2.7853 -2.1218 -0.8175
H -1.4180 0.8271 2.4653
H -2.2007 -7.6351 0.2167
H -2.1683 5.6439 -2.2721

The LUMO energy (spin up / spin down) is -0.2652 / -0.3937 Eh. For the electronic energy, the calculation gives -71913.6661 eV. Its charge is +2. Its spin multiplicity is 2. The calculation puts the HOMO energy (spin up / spin down) at -12.060 / -12.648 eV. As for the orbital gap (spin up / spin down): 4.8423 / 1.9358 eV.

=====

Computed, not measured: an isolated molecule of C5H7Cl, with ωB97M-V/def2-TZVPD.

Positions of all 13 atoms, in Å:
Cl 0.8699 -1.3345 -1.7460
C -1.2900 -0.0163 0.4785
C -0.1304 -1.0025 0.7438
C 0.4568 0.9459 -0.5719
C 0.9558 -0.4735 -0.2972
C -0.8872 1.0212 -0.2899
H -1.6057 1.5446 -0.7642
H 1.9710 -0.5862 0.0210
H 0.8385 1.5457 -1.4466
H -2.2622 -0.1252 0.9646
H 0.2694 -0.8720 1.8006
H 0.9773 1.4904 0.2421
H -0.1633 -2.1376 0.8651

The LUMO energy is 0.0366 Eh. For the electronic energy, the calculation gives -17819.1625 eV. Its charge is 0. As for the structure (SMILES): ClC1CC=CC1. The calculation puts the HOMO energy at -8.943 eV. As for the orbital gap: 9.9388 eV.

=====

Computed, not measured: a structure of composition C6H15AlNO2, with ωB97M-V/def2-TZVPD.

Positions of all 25 atoms, in Å:
Al -0.8888 0.0625 2.4064
O 0.5636 -2.3101 1.2334
O -1.0610 2.3059 0.5252
N 0.5382 0.1716 -0.3605
C -1.5897 3.6132 0.7176
C 0.8792 -1.1996 -0.8287
C -0.3742 0.7448 -1.3597
C 1.5299 -1.8719 0.3234
C -0.6465 2.1482 -0.8403
C 0.3872 -3.7168 1.1863
H -0.8559 4.3941 0.5181
H 1.3563 0.7496 -0.4900
H 1.3236 -4.2260 1.4144
H -1.5113 2.4665 -1.4225
H 0.1839 2.7900 -1.1344
H -0.3740 -4.0838 1.8747
H 1.5764 -1.0468 -1.6525
H 2.2050 -2.6284 -0.0767
H -1.9027 3.7707 1.7497
H -1.2884 0.1562 -1.2822
H 0.0251 -1.8211 -1.0977
H 2.1861 -1.0844 0.6940
H -2.4216 3.9391 0.0932
H 0.0287 0.7282 -2.3723
H 0.1309 -4.0517 0.1812

The LUMO energy is -0.6678 Eh. For the electronic energy, the calculation gives -18607.6208 eV. Its charge is +3. The calculation puts the HOMO energy at -21.620 eV. As for the orbital gap: 3.4478 eV.

=====

Computed, not measured: a cluster of 2 separate species, C5H13O2 in total, with ωB97M-V/def2-TZVPD.

Positions of all 20 atoms, in Å:
O -0.1124 -1.9777 1.3609
O 1.0206 -0.7873 3.2378
C -1.0549 -1.1854 0.7654
C 0.7883 -0.4345 -1.5346
C -0.5845 0.2443 0.4310
C -0.0530 1.9691 -1.3234
C -0.3508 0.4785 -1.0608
H 1.7544 0.0833 -1.4649
H 0.3602 0.3138 0.9638
H 0.9992 2.1442 -1.5346
H -2.0232 -1.1443 1.3262
H -0.6110 2.4023 -2.1488
H -1.2764 0.9816 0.8697
H -1.2718 0.2167 -1.6009
H 1.9743 -0.7679 3.2939
H -1.4279 -1.6567 -0.1787
H -0.2525 2.5800 -0.4471
H 0.5652 -1.3485 2.4141
H 0.9406 -1.2647 -0.8318
H 0.6157 -0.8467 -2.5372

The LUMO energy is 0.1433 Eh. For the electronic energy, the calculation gives -9490.8669 eV. Its charge is -1. The calculation puts the HOMO energy at -3.310 eV. As for the orbital gap: 7.2088 eV.